Model i:
C78H198N14O25 | wB97M-V/def2-TZVPD

```
! wB97M-V def2-TZVPD RIJCOSX def2/J DEFGRID3
* xyz 0 1
H -3.530 1.343 2.187
H 3.914 2.853 -0.192
O -1.520 -2.276 0.482
C -0.636 0.095 -4.893
H 1.491 -7.000 7.742
H 2.761 -8.319 6.255
N -3.667 0.438 -2.661
H 2.713 -5.614 5.435
C -0.250 -0.139 -2.555
H 0.310 4.195 2.910
O 7.378 3.863 -1.210
H 0.279 1.383 8.181
H 1.971 -4.043 4.800
H -3.239 4.641 -2.404
N -6.332 -6.641 3.515
N 0.320 0.108 -0.104
H -2.496 0.940 8.831
N -0.034 3.255 5.296
C -2.051 0.268 8.096
H -1.515 -4.116 -3.461
C -3.602 -0.857 0.499
H -6.128 0.934 -3.342
O -0.470 -0.471 2.627
H 6.249 4.208 6.136
H 6.234 1.614 6.549
H -4.360 -3.714 -3.911
H -8.881 -8.947 3.896
H -0.457 5.775 2.536
C 5.442 -0.126 0.326
H -0.508 -0.229 4.840
H -1.797 -7.247 2.965
C -2.705 3.837 -1.897
C -4.425 -2.741 5.802
C -0.691 5.637 -11.055
H 3.562 -0.291 5.347
H 6.084 -0.627 -0.398
O 3.866 -2.824 5.697
C -0.320 0.739 -1.284
H -2.874 -0.314 7.682
H 2.200 -2.467 -0.753
H 0.679 -6.333 6.319
H -0.186 -0.662 0.309
C 6.705 1.842 0.244
H 1.129 1.888 0.841
H -4.525 -5.241 -0.622
H -3.080 3.738 3.918
H 7.930 4.132 5.623
H 3.501 0.508 3.759
C -0.837 6.043 -2.521
H 3.405 -0.312 1.109
C -4.722 -4.937 -1.650
C -5.655 0.203 -3.997
C -3.514 -4.346 -3.640
C -6.850 -7.978 3.840
H 2.544 4.405 4.295
C 4.565 0.578 -7.494
H -0.186 2.874 -7.987
O 0.614 6.080 -10.704
H 5.618 3.871 -2.263
H 3.475 -0.197 -0.586
H 0.726 -3.506 2.882
C -0.940 -3.418 -0.052
H 7.528 1.442 -0.349
H -1.876 6.963 -9.790
H -2.967 -2.178 -1.076
C -1.275 2.847 4.545
H -4.521 -4.447 3.927
N -0.048 1.967 -8.410
H 5.962 -8.499 2.975
H -3.718 -0.587 -4.460
H -2.902 -5.860 3.375
H -4.095 0.653 -7.986
H 0.318 -1.579 4.199
O -0.735 0.618 -3.623
N -0.454 4.953 -1.557
H 3.296 8.012 -2.169
H -6.088 -3.836 4.206
H 2.700 3.423 -9.913
C -4.540 0.576 3.939
H -1.362 0.918 -1.021
C 5.528 2.462 4.318
H 4.229 -0.394 -7.134
H 1.601 3.470 -1.675
H 2.447 6.424 -11.511
C 5.203 1.096 4.988
H -1.099 6.916 -1.924
H 1.378 2.776 6.595
H -0.138 4.611 1.214
C 0.649 0.359 2.319
H 7.082 4.019 -3.284
H -6.605 -8.622 2.996
H -2.469 4.358 -5.675
H -3.970 1.738 6.275
H -3.576 0.270 4.346
H 5.793 0.279 4.572
H -1.573 -4.288 0.128
C -0.137 -5.254 3.658
H -2.827 -0.972 2.297
H -5.960 -0.789 -3.667
H 2.133 -2.183 0.996
C -2.249 -3.528 -4.014
C -4.911 2.012 5.798
C -0.396 4.720 2.267
H -0.356 5.315 -8.509
H 1.298 -5.058 2.128
N -1.309 5.160 -8.806
H -3.565 -5.229 -4.277
C 6.768 3.354 -0.010
O -8.709 -7.544 5.403
C 4.612 0.479 -3.472
H -2.677 0.631 -2.605
H 0.064 -6.271 3.995
H -1.725 3.323 -7.043
C -5.358 -4.530 4.621
C 4.149 -7.604 4.796
O 2.641 5.574 2.566
C 7.031 3.537 5.782
H -0.569 1.659 1.071
H 0.390 -0.237 -5.054
H -7.067 -6.083 3.106
C -4.119 0.324 -4.016
H -2.236 3.309 -2.727
H -1.197 6.084 -11.911
C 2.848 4.652 0.369
H -6.793 -5.860 5.404
H -0.499 -4.757 4.558
H -1.283 -1.022 -9.558
H -5.211 -2.045 6.092
H 4.200 -0.423 -3.020
O -3.578 2.923 -1.250
H 5.170 -3.096 4.116
H 0.177 5.369 -0.888
H -1.154 1.995 3.875
C -8.397 -7.989 4.085
H -0.472 3.188 -4.435
H -3.985 3.561 0.722
H -6.303 -8.329 4.715
H 5.683 0.299 -3.570
H 2.593 2.014 -3.574
O 6.813 2.996 4.516
O 4.331 1.652 -2.613
O -3.423 -4.705 -2.230
H 5.520 0.353 -7.970
C -3.492 0.760 -7.084
H 0.795 -0.394 -2.731
H -1.809 4.890 4.310
H 0.219 7.112 -4.074
H -3.721 -2.596 6.622
H -5.387 -4.076 -1.592
N -3.758 -0.769 1.963
H 0.886 1.355 5.672
H 0.746 1.142 3.072
C 2.675 3.384 -1.839
H -4.924 4.322 -0.521
H -0.757 -1.104 -2.529
C -2.887 -2.114 0.009
H -4.412 2.415 -4.295
H -5.189 0.909 2.025
H -1.005 -2.919 -5.484
O 3.593 1.074 -8.448
C 0.368 1.116 0.953
H -0.010 -3.504 0.509
H -4.565 -0.794 -0.006
H -6.121 0.240 -4.982
C -1.618 4.275 -0.930
C 0.162 3.481 -5.272
H -2.612 5.440 -10.363
C -2.012 3.935 3.824
H 2.438 8.356 -3.642
O -1.123 -5.284 2.587
H -2.343 -2.498 -3.670
C 6.661 3.577 -2.381
H 2.230 -4.796 8.286
H 1.370 5.485 -12.519
H -0.908 0.844 -5.637
O -1.374 0.970 7.082
H -2.832 1.972 -4.812
C -4.444 3.381 -0.250
H 2.920 -3.707 0.355
H 2.006 -7.763 4.747
O 4.000 -2.079 0.107
H 1.892 0.626 -7.287
H 1.039 -1.828 6.354
H 0.150 1.686 -1.550
H -5.430 0.006 4.205
H 1.077 3.418 -10.446
H 1.339 1.150 -9.629
H -1.331 -0.730 -5.052
H -0.071 -2.287 -9.371
O -0.431 4.493 -6.124
C -2.732 -3.272 -6.372
C -2.114 -6.234 2.720
C 4.376 -3.647 4.621
C 3.757 0.638 4.811
C 1.358 1.915 -8.853
H 7.375 3.708 0.823
C 0.517 2.230 6.207
H 1.041 5.646 -3.624
H 4.464 -2.122 7.428
H 5.176 -3.734 6.926
O 4.329 -8.923 4.219
C 1.685 3.254 -9.556
C -5.933 -5.980 4.746
H 3.814 -4.213 2.539
C 2.593 7.587 -2.885
H -3.134 5.152 -7.819
C -0.337 1.846 7.410
H 4.679 1.529 6.940
H -10.426 -7.447 6.610
C -1.703 5.904 -9.982
H -2.639 -6.303 1.767
H -2.954 -0.043 0.173
H 1.606 -0.162 2.310
H 0.213 2.590 -5.897
C -2.005 -2.995 -7.713
H 0.116 -2.643 7.628
H 3.815 5.650 4.336
C 0.497 6.498 -3.217
H 3.049 1.277 5.338
H -0.703 -3.268 -1.105
H -3.461 -2.955 0.397
H 5.883 -0.292 1.309
H -2.762 -2.827 -8.479
H -5.255 -5.742 -2.156
N 3.159 3.453 -0.493
H -1.351 -0.424 8.564
C 1.405 -4.931 7.588
C 3.140 4.517 1.817
H 2.411 1.297 -2.005
N 2.756 -6.326 6.150
H 5.784 3.785 0.177
H -5.187 3.058 5.933
C 2.800 -7.566 5.468
O -4.874 -4.061 5.871
H 4.179 -6.813 4.047
H 6.646 2.504 -2.573
C -1.770 4.271 -6.507
C 1.056 -4.531 3.051
H 5.457 2.288 3.244
N 5.403 1.055 6.419
H 3.128 -2.784 3.085
H -0.679 4.565 -11.252
H 4.020 0.615 -4.376
H 3.001 6.665 -3.300
C -0.532 -0.926 4.002
H -1.412 -1.560 4.102
H 6.331 -9.085 4.595
H -3.285 -0.244 -6.713
H -0.759 2.721 7.906
O -1.643 4.079 2.489
C 1.417 6.351 -11.859
C 1.556 -6.244 6.959
H -8.808 -7.414 3.255
H -3.381 -4.135 -6.520
C 3.360 -3.790 3.435
H 5.144 1.402 -1.055
H 7.350 2.768 6.485
H 4.802 -4.572 5.009
C -4.242 0.555 2.433
C 2.392 1.469 -7.764
H 1.404 4.105 -8.936
O 1.338 7.268 -2.323
H -1.982 4.867 -0.090
H 2.150 6.073 4.532
H -1.949 2.393 5.271
H -3.897 -2.424 4.902
O -1.159 -1.892 -7.561
H -0.174 4.073 5.871
H 1.813 -2.267 7.748
H 0.498 -5.088 8.172
H -5.202 2.604 -0.150
C -10.146 -7.602 5.568
H -2.568 1.235 -7.413
C -2.087 5.322 -7.564
H -1.937 6.314 -7.140
C 2.976 2.051 -2.554
H -3.314 -2.364 -6.212
H 7.041 1.545 1.238
N 2.194 -4.505 3.930
H 5.777 -10.232 3.347
H 4.199 4.573 2.069
H 3.056 4.274 -2.341
H -5.116 -6.444 5.298
H 5.817 -2.236 6.267
H 1.228 7.299 -12.363
H 1.793 4.923 0.330
C 4.910 -2.719 6.633
H 4.965 -7.475 5.507
H 1.182 3.688 -4.948
H -1.471 -3.888 -8.038
H 4.727 3.188 4.456
N 5.384 1.294 -0.080
H -10.512 -8.588 5.280
C 2.706 -2.650 0.195
C 2.815 5.412 3.976
H -4.015 1.294 -2.254
O -4.336 1.560 -6.187
H 2.532 2.320 -7.097
H -5.779 1.416 6.079
H -10.691 -6.834 5.019
C 5.670 -9.221 3.738
H 3.290 5.506 -0.144
C -3.864 1.623 -4.805
C 4.014 -0.625 0.260
H -1.207 3.352 -0.521
N -1.728 -3.614 -5.360
C 1.052 -2.651 7.069
C -0.590 -1.481 -8.852
O -4.679 1.869 4.379
H -1.671 5.796 -3.178
O 1.324 -3.940 6.583
H 4.713 1.257 -6.654
H 0.167 -0.733 -8.619
H 2.763 3.562 2.184
H -0.716 2.019 -9.166
*
```

Computed properties:
* HOMO level: -7.81 eV
* LUMO level: 0.017 Eh

---

Model ii:
C78H198N14O25 | wB97M-V/def2-TZVPD

```
! wB97M-V def2-TZVPD RIJCOSX def2/J DEFGRID3
* xyz 0 1
H -2.233 -2.973 -8.998
O -6.079 0.217 11.591
H 5.727 -5.446 -0.802
H -8.488 -0.364 2.182
C -0.721 -7.478 -0.512
H 2.782 2.332 -2.405
H -0.894 -3.452 -2.494
O -0.119 2.056 4.357
N -5.535 0.519 -0.213
H 7.439 3.931 4.031
H -4.572 -1.579 -3.321
H 5.067 1.613 -11.034
H 0.100 0.378 1.276
C -4.816 1.693 7.293
H -4.452 -3.905 -5.328
C 1.327 -4.835 2.488
H 4.547 2.312 -2.423
H 1.078 -4.064 1.754
H 0.082 4.935 8.505
H 0.645 1.602 10.474
C -2.454 -1.821 0.714
H -5.400 -1.214 10.222
O 2.350 -4.269 3.263
H 0.325 2.617 -4.303
C -5.865 -0.183 10.253
H 2.738 3.724 7.627
H 3.083 -2.919 -5.241
C -1.302 5.815 -0.280
H -7.054 -5.248 -3.395
H 1.936 1.296 -7.126
H 1.660 2.969 10.860
H -2.769 -5.893 -0.286
C 1.654 3.438 5.103
H -1.792 5.586 2.960
C -4.370 1.366 5.900
N 5.231 -2.832 -3.614
C 3.874 3.191 -10.113
C 1.126 2.096 -4.805
N -1.177 -1.423 2.740
O 5.447 3.392 -11.912
H 1.640 3.164 -8.476
H 5.801 1.163 1.019
C 2.318 -1.235 -1.344
C -1.108 -1.402 1.262
H 3.886 -0.876 4.777
H -5.819 2.051 7.354
H 2.146 -4.176 -3.354
C 6.282 4.530 -11.733
H -5.497 -2.522 -5.572
N 1.448 -8.219 0.329
H -4.830 4.338 -3.351
O -5.300 3.139 -1.711
N 0.433 6.265 -6.009
C 0.790 -7.484 -0.720
H -1.111 2.190 2.578
H 2.044 -0.543 1.744
O -0.346 -2.683 -8.462
H -1.195 4.103 -5.562
H 3.737 1.533 2.321
C 1.843 -2.399 -7.563
C 2.406 2.241 -6.821
H 2.215 -1.814 -0.434
H 4.918 6.461 1.599
H 2.062 3.327 -0.213
C -4.013 -2.176 -4.070
C 0.691 3.140 4.050
C -6.441 -0.432 -0.870
H 0.232 -4.783 -2.037
C 4.053 5.947 2.158
N 1.312 -2.608 -6.221
C 1.429 -3.564 -3.965
O -3.795 4.598 2.156
H 3.332 1.987 -6.299
H 1.194 3.056 3.003
H -0.292 -1.101 3.136
H 2.388 -0.165 -1.076
H -2.581 3.707 0.745
H -9.112 1.270 1.890
C -1.693 1.769 -7.230
H 2.193 -3.362 -8.047
H -0.265 -0.346 -6.181
H -1.820 1.178 3.948
H 6.154 -0.955 -3.319
H 3.181 -8.524 -0.605
C -1.329 2.120 3.651
H -0.919 6.765 2.312
H -4.091 1.014 10.157
H -7.382 -4.267 -4.856
H -7.088 -1.118 1.076
H 2.880 4.052 -7.682
H -1.864 -1.461 5.229
C 2.324 -0.092 2.726
H -1.943 2.955 4.021
C 2.486 4.193 -0.721
H 0.201 -3.438 4.480
H -1.431 -1.970 -4.680
H -2.832 -3.361 4.672
H -0.239 7.946 -3.938
H 1.040 -7.986 1.235
H 5.952 5.153 -10.819
C -2.159 5.839 0.918
H -5.988 -5.481 -4.835
N 2.058 -1.204 3.655
H -0.617 -5.658 2.722
H -4.393 2.735 1.565
H -2.806 -2.779 1.242
H 1.990 2.085 -4.190
H 4.052 4.106 1.184
H 7.491 -5.631 -1.071
H -2.806 6.745 0.924
C -4.442 1.092 -0.995
C 2.254 -0.302 6.039
H 1.181 -1.575 -9.377
H -2.044 1.280 -8.163
C 4.624 5.464 3.502
H 4.716 -8.687 1.339
H 3.867 0.756 3.835
O 1.482 2.913 -5.997
H 3.352 1.534 -9.135
O -1.011 -6.611 0.572
C 2.731 5.302 0.282
C 5.145 2.687 -10.720
C -4.836 3.645 1.956
H 1.505 -1.402 -2.026
H -6.969 -0.007 -1.749
H -2.446 -5.531 1.397
O -5.184 0.292 5.317
H -3.751 -0.247 -4.828
H -1.725 -0.919 -7.004
H 6.747 5.131 4.982
H -4.564 2.239 5.279
H 3.971 4.211 -9.946
C 6.476 4.281 4.349
H 4.874 6.348 4.142
H 0.989 -8.054 -1.628
H -3.652 -0.255 4.081
H 7.187 -2.613 -4.511
H -2.465 3.705 -2.333
N 3.432 4.875 1.477
H 3.697 1.832 -0.970
H -1.394 7.860 -5.184
C -0.451 5.989 -4.825
H 0.367 -2.963 -6.254
H 1.705 4.583 -1.470
C 2.628 0.516 8.187
C 3.685 2.527 -1.826
H -6.169 4.918 -2.266
C -0.790 -0.007 0.786
H -1.701 -0.461 -3.925
H 2.929 -2.236 5.251
C -3.090 4.664 0.934
H -0.029 0.958 -2.208
C -6.610 -4.735 -4.272
H -3.345 -4.527 5.886
C 2.897 -1.249 4.903
C 2.657 3.044 -8.030
H 0.428 -0.807 -8.019
C 3.566 -4.261 2.587
H -2.304 2.645 -7.109
H 6.285 -3.972 -5.128
H 0.621 2.622 6.697
H -5.518 4.038 1.213
C -1.566 5.037 -5.145
H 1.589 4.787 9.433
N -4.770 0.546 8.151
H -1.297 1.728 -1.225
H 6.160 5.211 -12.569
C 3.576 -8.676 1.434
H 1.673 5.592 0.527
H -0.130 6.672 -6.764
H -0.582 6.662 -0.310
C 6.433 -3.410 -4.200
C 1.813 4.207 7.328
H -1.337 -7.146 -1.347
N -3.418 -1.221 -4.967
O 3.067 -0.425 7.207
C -6.900 -0.736 12.287
H -3.906 1.729 -0.283
H 7.310 4.242 -11.694
H 1.260 -2.604 -3.431
O 3.698 3.831 -1.348
H 0.816 1.092 -5.160
H -0.368 -2.138 0.888
H -10.054 -0.207 1.456
H -0.678 4.964 -0.315
H 6.308 -6.934 -1.539
H 5.161 -1.156 -4.802
H -3.271 -2.737 -3.495
H 8.067 -4.680 -3.541
H -5.636 1.734 9.724
C 1.000 4.345 8.607
O -1.973 0.928 -6.138
H -7.049 -0.343 13.257
H -3.203 -1.029 0.903
H 1.567 0.707 2.829
C -1.938 -1.014 -4.844
O 4.689 -0.299 2.210
H 0.417 -6.112 3.986
H -3.956 -0.033 8.061
H -1.635 0.641 0.957
C -2.536 -3.875 5.582
H 4.594 -8.923 3.846
C 5.858 0.431 1.897
C -7.556 -0.838 0.073
H 3.287 -7.011 0.107
C 0.780 -1.832 -8.407
C 0.143 -5.238 3.379
H -7.889 -0.913 11.870
H 0.412 1.762 -0.722
H 3.358 -9.761 1.473
C 7.136 -4.245 -3.137
O 3.143 -8.071 2.609
H 1.616 -5.781 1.980
H -1.839 7.106 -3.577
O -5.721 -3.753 -3.795
H -1.668 -1.237 -9.184
H -1.085 -2.498 -10.342
C -4.696 -0.143 4.037
H -3.290 1.153 5.879
O -2.431 4.759 -4.057
C -4.967 -3.087 -4.769
H -4.905 0.658 3.288
N 0.994 3.540 6.343
H 1.212 -0.491 6.163
O -2.353 -2.879 6.579
H 2.962 -9.710 3.872
H -5.358 3.538 2.850
C 3.477 -8.766 3.816
O -8.339 0.338 0.306
H -1.770 2.886 -3.683
H 2.230 -4.463 -5.673
H 6.249 0.986 2.756
O 5.696 4.668 3.265
C -1.295 -4.694 5.253
H 3.163 -8.111 4.586
H 2.507 2.740 5.062
H 3.181 6.126 -0.261
H 0.773 5.367 -6.323
H 3.306 6.717 2.302
H 1.176 -6.455 -0.835
H 2.333 0.715 5.706
H -6.461 3.559 -3.397
H -3.793 2.119 -2.732
C -4.985 0.876 9.528
O 0.176 -4.294 -4.066
H 3.607 -3.467 1.812
O -0.526 -0.051 -0.607
C 6.474 -5.848 -1.488
H -1.881 5.919 -1.180
H 2.116 5.207 6.988
H 5.091 -3.206 -2.654
C -1.410 -0.338 -6.100
H 2.100 -2.093 3.141
H -1.699 -5.672 4.806
H -0.525 -1.933 6.394
O 0.666 2.980 8.979
C -5.727 4.050 -2.772
H -3.798 0.282 -1.213
C 5.199 -1.364 -3.757
C 0.685 2.682 10.412
N 3.681 2.467 -8.890
H 2.117 4.375 4.878
H -1.813 -0.951 6.936
H 0.187 5.534 -4.060
H -0.852 4.141 -2.724
H -0.001 3.988 4.025
H 2.813 1.559 7.884
H -4.230 2.530 7.579
C -1.820 3.859 -3.162
H -3.804 4.749 0.115
O 3.574 -1.663 -1.928
N -1.251 5.800 2.155
H 4.295 -4.065 3.279
H -2.987 -7.143 1.033
C -0.452 -4.379 -2.786
H 3.804 0.181 -2.767
H 3.853 4.863 4.011
H -1.127 -8.475 -0.253
C -1.025 7.324 -4.317
C -0.366 1.191 -1.247
O 6.188 -5.291 -2.796
H 3.098 -0.938 -3.835
H -6.278 -1.625 12.365
H 7.381 -3.667 -2.231
H -0.125 3.238 10.917
H -2.252 5.439 -5.933
H -1.266 -5.100 -2.941
H -5.486 1.453 -2.854
H -2.417 -1.999 -0.360
H 2.694 -1.772 -7.432
H -5.199 -1.073 3.772
C -4.758 1.908 -2.205
C -9.034 0.257 1.485
H -1.128 -2.410 3.070
C -2.403 -6.303 0.667
H 6.002 3.486 4.977
H 5.950 2.640 -9.979
C 3.911 -0.910 -3.107
H 3.249 0.258 9.045
H -0.729 -4.989 6.139
H 3.742 -5.252 2.068
C -1.377 -2.332 -9.295
H 1.626 0.342 8.444
H -5.801 -1.271 -1.174
N -0.448 -4.173 4.195
H -6.828 -0.244 9.705
C 3.676 0.543 2.751
H 6.627 -0.307 1.672
H -6.188 1.269 0.087
H 3.099 3.136 -10.870
C 2.109 -3.395 -5.304
H -0.654 2.087 -7.273
C -1.578 -1.764 6.254
C 2.885 -8.052 0.316
H -8.162 -1.705 -0.321
*
```

Computed properties:
* HOMO level: -8.31 eV
* LUMO level: 0.018 Eh

---

Energies relative to the most stable structure, in hartree: model i 0.0419; model ii 0.0000.